The following is a DFT calculation (ωB97M-V with the def2-TZVPD basis set) of H28O14 as an isolated structure.

```
! RIJCOSX wB97M-V def2-TZVPD def2/J DEFGRID3
* xyz 0 1
H 0.015 0.482 0.384
H 1.051 -0.477 0.947
H 0.231 0.553 -2.243
H 0.611 -0.183 -0.968
H 1.300 2.301 0.488
H 2.182 1.517 1.446
H -1.656 -0.181 -4.728
H -1.694 -0.879 -3.379
H -2.126 2.138 0.583
H -3.568 1.773 0.273
H -0.875 3.020 2.833
H -0.850 1.967 1.737
H 3.966 -4.328 -0.362
H 4.220 -3.838 1.054
H -2.897 -1.038 -0.459
H -1.973 -2.140 -0.952
H 4.523 -1.569 1.843
H 3.523 -1.503 2.986
H -2.718 -3.985 -0.154
H -1.549 -3.319 0.552
H 1.813 -2.704 -2.614
H 1.653 -1.203 -2.795
H -0.752 3.251 -1.452
H -1.297 3.856 -0.169
H -0.694 0.474 3.800
H 0.626 1.223 3.720
H -1.686 2.496 -2.536
H -1.804 1.293 -1.615
O 0.404 0.186 1.215
O 0.933 0.484 -1.586
O 1.259 1.724 1.258
O -1.114 -0.366 -3.953
O -2.930 1.804 0.995
O -0.471 2.819 1.981
O 3.957 -3.530 0.180
O -2.489 -1.867 -0.185
O 4.348 -1.925 2.722
O -2.434 -3.667 0.710
O 2.043 -1.861 -2.207
O -0.561 3.922 -0.787
O -0.250 1.183 3.321
O -2.269 2.094 -1.883
*
```

Output
Kohn-Sham gap = 6.569 eV
E_LUMO = -0.6653 eV
Energy relative to the best compared isomer or geometry (same formula, charge and spin) = 988.8 kJ/mol

Atom charges from the natural (NBO) analysis, given in e for atoms 1 to 5: atom 1 (H): 0.44, atom 2 (H): 0.45, atom 3 (H): 0.47, atom 4 (H): 0.46, atom 5 (H): 0.47

The following is a DFT calculation (ωB97M-V with the def2-TZVPD basis set) of a 14-piece molecular cluster, H28O14 overall.

```
! RIJCOSX wB97M-V def2-TZVPD def2/J DEFGRID3
* xyz 0 1
O -2.191 1.668 -0.462
H -2.164 2.649 -0.299
H -2.747 1.409 0.213
O 0.849 -3.326 1.124
H 1.483 -2.589 0.895
H 0.342 -3.594 0.335
O -0.848 -3.138 -0.757
H -1.595 -2.824 -0.270
H -0.989 -2.834 -1.680
O -1.626 0.462 2.328
H -2.335 1.043 2.697
H -1.962 0.040 1.548
O 2.570 -1.364 1.064
H 1.967 -0.685 1.447
H 2.902 -0.966 0.256
O -1.139 1.301 -2.977
H -1.514 1.480 -2.073
H -0.223 1.155 -2.723
O 0.943 -0.150 2.904
H 1.279 0.668 3.062
H -0.017 -0.115 2.987
O -2.606 -1.237 0.506
H -3.269 -1.672 1.041
H -3.070 -1.043 -0.365
O 2.636 1.586 0.161
H 1.838 1.984 0.571
H 2.245 1.437 -0.699
O 1.382 0.510 -2.397
H 1.432 -0.163 -3.022
H 0.860 0.131 -1.690
O 2.034 -2.679 -1.864
H 1.978 -2.984 -2.753
H 1.138 -2.666 -1.570
O 0.069 -0.220 -0.292
H -0.472 -0.932 -0.033
H -0.462 0.445 0.114
O 0.176 2.349 1.463
H -0.375 1.731 1.923
H 0.222 3.051 2.079
O 0.271 3.188 -1.224
H -0.116 3.143 -0.385
H 1.088 3.743 -1.198
*
```

Output
Kohn-Sham gap = 8.110 eV
E_LUMO = -1.1184 eV
Energy relative to the best compared isomer or geometry (same formula, charge and spin) = 256.8 kJ/mol

Atom charges from the natural (NBO) analysis, given in e for atoms 1 to 5: atom 1 (O): -0.94, atom 2 (H): 0.49, atom 3 (H): 0.46, atom 4 (O): -1.03, atom 5 (H): 0.50

The following is a DFT calculation (ωB97M-V with the def2-TZVPD basis set) of a 14-piece molecular cluster, H28O14 overall.

```
! RIJCOSX wB97M-V def2-TZVPD def2/J DEFGRID3
* xyz 0 1
H 0.431 -0.905 -0.266
H -0.836 0.044 -0.514
H 2.647 3.194 1.189
H 1.302 2.585 0.814
H 2.943 -3.800 -1.776
H 2.571 -2.764 -0.913
H -0.542 4.372 0.093
H 0.554 4.180 0.903
H 4.470 -1.062 -0.057
H 3.562 -0.135 0.520
H -3.077 1.667 -0.095
H -2.975 0.283 -0.203
H 0.831 -1.523 2.194
H 0.810 -2.749 1.247
H 0.558 2.443 3.281
H -0.040 1.767 4.640
H -5.051 -0.499 -2.034
H -3.690 -0.284 -2.681
H -0.501 -4.169 2.225
H -1.744 -4.158 3.111
H 3.699 -0.766 -1.863
H 2.148 -0.754 -1.645
H -2.251 -1.824 -0.350
H -2.965 -2.468 0.971
H -5.497 2.597 -0.567
H -4.386 1.551 -1.073
H 3.682 1.954 -0.535
H 4.105 2.450 -1.784
O -0.427 -0.501 0.109
O 2.150 2.954 0.391
O 2.211 -3.285 -1.650
O 0.439 4.295 -0.005
O 3.535 -0.778 -0.134
O -2.775 1.010 -0.702
O 0.497 -1.807 1.350
O 0.376 1.589 3.807
O -4.406 -0.871 -2.552
O -1.408 -3.689 2.370
O 2.944 -1.221 -2.051
O -2.144 -2.163 0.578
O -4.558 2.471 -0.685
O 3.472 1.843 -1.431
*
```

Output
Kohn-Sham gap = 8.761 eV
E_LUMO = -0.2031 eV
Energy relative to the best compared isomer or geometry (same formula, charge and spin) = 935.6 kJ/mol

Atom charges from the natural (NBO) analysis, given in e for atoms 1 to 5: atom 1 (H): 0.48, atom 2 (H): 0.45, atom 3 (H): 0.45, atom 4 (H): 0.47, atom 5 (H): 0.45

The following is a DFT calculation (ωB97M-V with the def2-TZVPD basis set) of H28O14 as an isolated structure.

```
! RIJCOSX wB97M-V def2-TZVPD def2/J DEFGRID3
* xyz 0 1
H -0.901 -0.066 0.364
H 0.502 -0.177 0.509
H -3.851 2.706 0.826
H -3.145 3.999 1.398
H 0.929 -3.925 -0.369
H 1.537 -2.839 -1.065
H 1.724 2.132 -3.119
H 0.676 3.131 -3.340
H 0.785 -2.614 1.320
H 2.186 -2.912 1.316
H 0.565 3.673 -0.062
H 1.532 2.745 0.541
H -2.473 -0.989 1.954
H -1.510 -1.150 3.263
H 3.390 2.311 2.685
H 4.771 2.271 3.100
H 4.875 -0.144 -2.622
H 3.732 0.516 -2.092
H -1.823 -3.124 -0.601
H -0.519 -3.762 -1.110
H 2.866 -0.787 -0.152
H 2.467 0.369 0.770
H -1.848 -1.200 -2.653
H -1.736 -1.433 -1.079
H -2.766 1.987 -0.863
H -4.141 1.339 -1.042
H -3.103 -0.301 0.424
H -4.297 -0.816 1.201
O -0.108 -0.222 -0.178
O -3.209 3.366 0.604
O 0.861 -3.007 -0.359
O 0.906 2.465 -2.741
O 1.580 -2.503 1.869
O 0.585 2.770 0.399
O -2.252 -0.707 2.869
O 4.002 1.702 3.051
O 4.056 -0.387 -2.254
O -0.789 -3.104 -0.485
O 3.044 0.137 0.084
O -2.218 -1.568 -1.905
O -3.182 1.174 -0.998
O -3.702 -1.055 0.545
*
```

Output
Kohn-Sham gap = 9.004 eV
E_LUMO = 0.1678 eV
Energy relative to the best compared isomer or geometry (same formula, charge and spin) = 843.9 kJ/mol

Atom charges from the natural (NBO) analysis, given in e for atoms 1 to 5: atom 1 (H): 0.45, atom 2 (H): 0.46, atom 3 (H): 0.47, atom 4 (H): 0.49, atom 5 (H): 0.45

The following is a DFT calculation (ωB97M-V with the def2-TZVPD basis set) of H28O14 as an isolated structure.

```
! RIJCOSX wB97M-V def2-TZVPD def2/J DEFGRID3
* xyz 0 1
H 0.632 -0.704 0.834
H -0.571 0.156 0.481
H 1.121 0.863 2.008
H 0.122 1.913 2.466
H -3.326 0.987 -0.232
H -1.925 1.317 0.257
H 2.887 -4.217 3.935
H 1.503 -3.667 3.636
H 1.059 4.876 0.372
H 1.219 3.697 -0.574
H 2.240 -0.573 0.173
H 2.780 0.655 0.887
H -1.802 1.395 2.440
H -2.703 0.903 3.560
H 1.689 -1.059 -3.543
H 2.286 -2.084 -2.592
H -0.017 2.692 -1.101
H -0.912 3.206 0.015
H 3.997 -1.697 -1.958
H 3.793 -1.560 -3.458
H -0.410 0.564 -3.743
H 0.292 1.708 -3.029
H -2.383 -3.419 1.894
H -2.894 -2.002 2.092
H -2.153 -2.093 -0.257
H -0.882 -1.285 -0.465
H -2.896 -0.686 -2.011
H -2.352 0.561 -2.687
O -0.329 -0.673 0.908
O 0.605 1.138 2.775
O -2.641 1.662 -0.289
O 2.439 -3.452 3.557
O 0.842 3.942 0.279
O 2.059 0.363 0.319
O -2.221 0.598 2.783
O 2.181 -1.134 -2.717
O -0.806 2.468 -0.596
O 4.476 -1.705 -2.794
O 0.143 0.757 -2.977
O -2.204 -2.505 1.645
O -1.705 -1.292 0.038
O -2.890 -0.221 -2.855
*
```

Output
Kohn-Sham gap = 7.496 eV
E_LUMO = -0.1577 eV
Energy relative to the best compared isomer or geometry (same formula, charge and spin) = 937.8 kJ/mol

Atom charges from the natural (NBO) analysis, given in e for atoms 1 to 5: atom 1 (H): 0.44, atom 2 (H): 0.46, atom 3 (H): 0.47, atom 4 (H): 0.45, atom 5 (H): 0.46

The following is a DFT calculation (ωB97M-V with the def2-TZVPD basis set) of a 2-piece molecular cluster, H2I2NP overall.

```
! RIJCOSX wB97M-V def2-TZVPD def2/J DEFGRID3
* xyz 0 1
H -1.221 1.690 -2.354
N -0.807 0.775 -2.543
P -1.199 -0.251 -1.449
I 0.010 -2.327 -2.116
I 2.064 0.525 3.886
H 1.153 -0.412 4.576
*
```

Output
Structure (SMILES) = [H]/N=P/I.I
Kohn-Sham gap = 8.877 eV
E_LUMO = -0.7401 eV
Energy relative to the best compared isomer or geometry (same formula, charge and spin) = 164.4 kJ/mol

Atom charges from the natural (NBO) analysis, given in e for atoms 1 to 5: atom 1 (H): 0.38, atom 2 (N): -1.10, atom 3 (P): 0.92, atom 4 (I): -0.20, atom 5 (I): -0.08

no.,E (Ha)
1,-1069.8244
2,-1070.1032
3,-1069.8446
4,-1069.8795
5,-1069.8438
6,-992.6764